{"formula": "C32H45N5P2Pd", "method": "ωB97M-V/def2-TZVPD", "species": ["Pd", "C", "N", "P", "C", "C", "C", "C", "C", "C", "C", "C", "C", "C", "C", "C", "P", "C", "C", "C", "C", "C", "C", "C", "C", "C", "C", "C", "C", "H", "H", "H", "H", "H", "H", "H", "H", "H", "H", "H", "H", "H", "H", "H", "H", "H", "H", "H", "H", "H", "H", "H", "N", "C", "C", "C", "N", "H", "H", "H", "H", "H", "H", "H", "H", "H", "H", "C", "C", "C", "C", "N", "N", "H", "H", "H", "H", "H", "H", "H", "H", "H", "H", "H", "H"], "coordinates": [[-0.71755, 0.32750, -0.32805], [2.91668, -1.57794, -1.75489], [1.63743, -1.16224, -1.18155], [0.07131, -1.12891, -1.80994], [0.16119, -0.96468, -3.59187], [0.20093, -2.11862, -4.37574], [0.36708, -2.00849, -5.74834], [0.48590, -0.75904, -6.33886], [0.45671, 0.39305, -5.56007], [0.30292, 0.29005, -4.18864], [-0.74107, -2.69837, -1.44564], [-0.13021, -3.64325, -0.62716], [-0.79495, -4.82243, -0.32047], [-2.06325, -5.05962, -0.82892], [-2.67274, -4.12039, -1.65333], [-2.01411, -2.94339, -1.96399], [1.37371, -0.22978, 0.20731], [1.91387, -1.13853, 1.64563], [0.98872, -1.83662, 2.42167], [1.43104, -2.63464, 3.46371], [2.79045, -2.74227, 3.72574], [3.71484, -2.05608, 2.94910], [3.28306, -1.25105, 1.90868], [2.33495, 1.28871, 0.08212], [2.89274, 1.88647, 1.21206], [3.52775, 3.11678, 1.10438], [3.60776, 3.75233, -0.12505], [3.04934, 3.16172, -1.25416], [2.40642, 1.94169, -1.15028], [2.74467, -2.32547, -2.52693], [3.53197, -2.02913, -0.97625], [3.44063, -0.72462, -2.18603], [0.09151, -3.09684, -3.92479], [0.39769, -2.90081, -6.35842], [0.60550, -0.68145, -7.41105], [0.55606, 1.36535, -6.02280], [0.30586, 1.18879, -3.57976], [0.86459, -3.47208, -0.23427], [-0.31479, -5.55964, 0.30871], [-2.57534, -5.98244, -0.59247], [-3.65534, -4.31248, -2.06224], [-2.48726, -2.22780, -2.62830], [-0.06747, -1.73834, 2.21634], [0.71667, -3.17277, 4.07215], [3.13433, -3.36584, 4.54016], [4.77213, -2.14733, 3.15696], [4.01007, -0.71219, 1.31319], [2.84170, 1.39851, 2.17786], [3.96652, 3.57087, 1.98243], [4.10776, 4.70771, -0.20840], [3.11832, 3.65593, -2.21374], [1.97704, 1.48699, -2.03654], [-2.36130, 0.78238, -2.44598], [-2.75452, 2.18376, -2.71248], [-3.71967, 2.70742, -1.66535], [-3.20945, 2.65564, -0.23686], [-3.10956, 1.26189, 0.26029], [-1.92879, 0.41421, -3.28790], [-3.20287, 0.22533, -2.31772], [-3.22864, 2.27903, -3.69326], [-1.84325, 2.78680, -2.73100], [-4.66288, 2.15129, -1.72664], [-3.97338, 3.73837, -1.91567], [-3.86916, 3.25132, 0.39832], [-2.21359, 3.11120, -0.18716], [-3.90714, 0.73113, -0.07821], [-3.22869, 1.26888, 1.26869], [-1.21282, 0.18126, 5.03740], [-0.87369, 1.30790, 4.06784], [-1.90265, 2.43392, 4.18757], [0.53532, 1.82672, 4.33959], [-0.88221, 0.67098, 2.72726], [-0.70139, 1.56323, 1.62626], [-1.18606, 0.54377, 6.06398], [-0.49651, -0.63549, 4.94158], [-2.21652, -0.20994, 4.85265], [-1.92475, 2.81648, 5.20741], [-2.90865, 2.07355, 3.95392], [-1.67073, 3.28693, 3.54478], [0.63003, 2.12092, 5.38418], [0.77375, 2.71093, 3.74203], [1.27250, 1.04645, 4.13780], [-1.77263, 0.20429, 2.58174], [0.22929, 1.96702, 1.71572], [-1.34314, 2.35555, 1.67997]], "lowdin_charge": [0.62, -0.07, -0.45, 0.86, -0.35, -0.07, -0.04, -0.04, -0.05, -0.12, -0.36, -0.08, -0.05, -0.05, -0.05, -0.10, 0.89, -0.35, -0.11, -0.06, -0.04, -0.05, -0.09, -0.35, -0.10, -0.05, -0.04, -0.05, -0.09, 0.09, 0.09, 0.09, 0.11, 0.12, 0.12, 0.12, 0.09, 0.10, 0.12, 0.12, 0.12, 0.10, 0.09, 0.12, 0.12, 0.12, 0.11, 0.10, 0.12, 0.12, 0.12, 0.08, -0.02, -0.25, -0.19, -0.26, -0.05, 0.04, 0.08, 0.12, 0.11, 0.12, 0.13, 0.12, 0.10, 0.08, 0.06, -0.03, -0.62, -0.04, -0.03, -0.06, -0.05, 0.10, 0.08, 0.09, 0.10, 0.09, 0.08, 0.10, 0.08, 0.08, 0.10, 0.07, 0.07], "spin_multiplicity": 1, "lumo_ev": -6.03, "e_above_lowest_kcal_mol": 21.49, "charge": 2}